{"formula": "C2H5O2", "method": "ωB97M-V/def2-TZVPD", "species": ["C", "C", "O", "O", "H", "H", "H", "H", "H"], "positions_angstrom": [[0.460, 0.458, 1.408], [-0.262, -0.661, -0.789], [-0.103, 0.507, -1.318], [0.038, -0.578, 0.881], [0.774, 0.438, 2.556], [0.779, 1.234, 0.677], [-1.265, -1.007, -0.744], [0.471, -1.356, -1.057], [-0.891, 0.965, -1.613]], "forces_ev_per_angstrom": [[1.8, -1.0, 0.3], [-1.0, 0.6, 1.0], [1.2, 1.1, -0.7], [-0.4, 0.3, 0.6], [-1.1, 0.2, -2.4], [-0.5, 0.3, 0.9], [-0.7, -0.6, 0.2], [1.2, -1.1, -0.1], [-0.5, 0.1, 0.2]], "e_tot_ha": -229.33384, "total_charge": 1, "spin_multiplicity": 1, "e_above_lowest_kcal_mol": 7.0, "fmax_ev_per_a": 2.67, "gap_ev": 11.767}